A structure of composition C30H31CuF3N5O5S2Sb in a non-equilibrium geometry. Source: OMol25; level of theory: ωB97M-V with the def2-TZVPD basis set.

```
78
Properties=species:S:1:pos:R:3
Cu 0.11 -0.73 1.06
S -6.66 -3.80 2.20
N -6.02 -3.21 0.85
C -4.77 -2.89 1.11
C -3.81 -2.35 0.17
C -4.12 -2.11 -1.16
C -3.13 -1.63 -1.99
C -1.86 -1.42 -1.45
N -1.55 -1.64 -0.19
C -2.51 -2.10 0.63
C -2.15 -2.35 2.03
N -0.89 -2.06 2.39
C -0.50 -2.28 3.63
C -1.35 -2.79 4.61
C -2.65 -3.09 4.26
C -3.07 -2.87 2.94
C -4.40 -3.16 2.47
N -5.38 -3.68 3.18
H -5.12 -2.31 -1.52
H -3.31 -1.42 -3.03
H -1.05 -1.07 -2.08
H 0.53 -2.03 3.85
H -0.99 -2.94 5.62
H -3.36 -3.48 4.98
F 2.29 -3.92 1.95
C 3.31 -3.12 2.32
F 3.33 -3.08 3.66
F 4.45 -3.65 1.89
S 3.06 -1.42 1.61
O 4.21 -0.68 2.02
O 2.94 -1.71 0.19
O 1.80 -1.02 2.24
O -2.57 0.65 1.93
C -1.65 1.43 1.79
N -0.42 1.13 1.23
C 0.37 2.24 1.24
O 1.52 2.30 0.79
C -0.39 3.38 1.85
C -0.06 4.70 2.06
C -1.04 5.52 2.62
C -2.29 5.02 2.95
C -2.61 3.68 2.74
C -1.64 2.88 2.18
H 0.92 5.08 1.80
H -0.82 6.57 2.79
H -3.03 5.69 3.39
H -3.58 3.28 3.00
C 3.91 1.45 -3.19
C 3.48 1.58 -1.73
C 4.59 1.19 -0.77
Sb 1.59 0.50 -1.33
C 1.60 -1.26 -2.74
C 2.99 -1.86 -2.92
C 0.94 -0.93 -4.07
C 0.27 2.09 -2.23
C -1.20 1.70 -2.16
C 0.65 2.57 -3.62
H 4.54 2.30 -3.45
H 3.07 1.43 -3.88
H 4.50 0.55 -3.33
H 3.16 2.60 -1.51
H 4.91 0.16 -0.94
H 4.29 1.28 0.27
H 5.46 1.84 -0.94
H 0.99 -1.97 -2.18
H 3.59 -1.28 -3.62
H 2.89 -2.87 -3.33
H 3.51 -1.94 -1.96
H 1.58 -0.28 -4.67
H -0.03 -0.44 -3.96
H 0.78 -1.85 -4.64
H 0.47 2.89 -1.51
H -1.47 1.00 -2.96
H -1.83 2.59 -2.28
H -1.46 1.24 -1.21
H 0.60 1.77 -4.36
H 1.65 3.01 -3.64
H -0.06 3.34 -3.93
```

As for the expectation value of S²: 0.763. As for the LUMO energy (spin up / spin down): -0.8 / -1.8 eV. The multiplicity is 2. As for the energy relative to the best compared isomer or geometry (same formula, charge and spin): 0.2 kcal/mol. The frontier orbital gap (spin up / spin down) comes out at 7.058 / 6.342 eV. For the HOMO energy (spin up / spin down), the calculation gives -7.869 / -8.184 eV.

=====

A cluster of 2 separate species, C30H31F5N2O3 in total in a non-equilibrium geometry. Source: OMol25; level of theory: ωB97M-V with the def2-TZVPD basis set.

```
71
Properties=species:S:1:pos:R:3
C -3.11 2.56 -4.64
N -2.72 2.08 -3.33
C -3.65 1.72 -2.40
O -4.86 1.84 -2.53
C -2.89 1.20 -1.17
C -3.15 -0.28 -0.90
C -4.61 -0.49 -0.64
C -5.43 -1.10 -1.59
F -4.88 -1.53 -2.76
C -6.80 -1.23 -1.41
F -7.56 -1.80 -2.36
C -7.39 -0.74 -0.24
F -8.71 -0.86 -0.05
C -6.59 -0.16 0.74
F -7.15 0.29 1.88
C -5.22 -0.04 0.53
F -4.46 0.58 1.48
N -1.50 1.47 -1.53
C -0.51 1.10 -0.70
C 0.84 1.26 -0.97
C 1.85 1.11 -0.01
C 3.23 1.46 -0.28
C 4.26 1.41 0.70
C 5.58 1.74 0.41
C 5.92 2.26 -0.85
C 4.92 2.39 -1.82
C 3.62 1.96 -1.56
C -1.32 1.95 -2.93
C -0.61 0.89 -3.80
C -0.59 3.29 -3.02
H -4.20 2.48 -4.74
H -2.83 3.61 -4.77
H -2.64 1.97 -5.43
H -3.21 1.79 -0.29
H -2.84 -0.87 -1.77
H -2.56 -0.57 -0.02
H -0.81 0.67 0.26
H 1.11 1.53 -1.99
H 1.50 0.86 1.00
H 4.01 1.04 1.69
H 6.35 1.57 1.17
H 6.95 2.51 -1.07
H 5.16 2.80 -2.79
H 2.88 2.03 -2.36
H -1.20 -0.04 -3.81
H -0.52 1.28 -4.82
H 0.39 0.67 -3.43
H -1.20 4.08 -2.56
H 0.37 3.25 -2.50
H -0.40 3.53 -4.08
C 2.81 -3.80 5.59
C 2.77 -3.21 4.18
C 3.23 -4.26 3.16
C 1.36 -2.70 3.84
C 1.27 -1.92 2.50
O 0.22 -1.92 1.85
C 2.47 -1.24 2.07
C 3.69 -1.27 2.83
O 4.76 -0.76 2.45
C 3.71 -2.00 4.17
H 2.49 -3.03 6.30
H 2.16 -4.67 5.67
H 3.84 -4.10 5.82
H 3.17 -3.90 2.13
H 4.26 -4.55 3.37
H 2.61 -5.16 3.25
H 0.68 -3.57 3.81
H 1.03 -2.02 4.64
H 2.48 -0.77 1.10
H 3.40 -1.30 4.97
H 4.73 -2.36 4.39
```

As for the LUMO energy: -2.2 eV. The frontier orbital gap comes out at 4.315 eV. For the HOMO energy, the calculation gives -6.527 eV.

=====

A structure of composition C30H31N2O3Tc in a non-equilibrium geometry. Source: OMol25; level of theory: ωB97M-V with the def2-TZVPD basis set.

```
67
Properties=species:S:1:pos:R:3
Tc 0.56 -1.22 -1.25
C 1.08 -2.78 0.04
C -0.36 -2.82 -0.02
C -0.74 -3.06 -1.38
H -1.04 -2.76 0.82
C 0.46 -3.21 -2.15
C 1.58 -3.08 -1.28
H 2.61 -3.22 -1.55
H 1.68 -2.66 0.94
H -1.76 -3.13 -1.75
H 0.51 -3.50 -3.20
C 2.21 0.97 -0.61
C 2.51 -0.44 -0.84
C 2.34 -0.67 -2.28
H 3.08 -1.07 -0.17
C 1.90 0.58 -2.85
C 1.83 1.55 -1.83
H 1.57 2.59 -2.00
H 2.41 1.50 0.32
H 2.78 -1.47 -2.86
H 1.79 0.80 -3.91
O -0.18 -0.48 -3.08
C -0.49 -0.61 -5.20
C -1.83 -0.35 -4.64
C 0.04 -1.95 -5.47
C 0.19 0.53 -5.87
C -1.45 0.14 -3.26
H -2.48 -1.23 -4.58
H -2.34 0.45 -5.19
H -1.26 1.23 -3.28
H -2.14 -0.10 -2.44
H -0.40 -2.38 -6.40
H -0.16 -2.65 -4.64
H 1.13 -1.89 -5.64
H -0.22 0.67 -6.88
H 1.26 0.33 -5.99
H 0.05 1.46 -5.32
O -1.22 1.62 -0.85
C -0.90 1.15 0.24
N -1.12 1.72 1.48
C -0.55 0.98 2.57
C 0.05 -0.21 1.81
O 0.65 -1.13 2.37
N -0.22 -0.07 0.47
C 0.52 1.79 3.32
C 1.88 1.58 3.09
C 2.83 2.29 3.84
C 2.42 3.21 4.80
C 1.06 3.45 5.01
C 0.10 2.75 4.26
C -1.61 0.45 3.53
C -1.19 -0.21 4.69
C -2.13 -0.71 5.59
C -3.50 -0.57 5.32
C -3.91 0.08 4.15
C -2.97 0.59 3.25
H -1.49 2.66 1.52
H 2.20 0.84 2.36
H 3.89 2.09 3.65
H 3.16 3.74 5.40
H 0.72 4.17 5.75
H -0.96 2.91 4.42
H -0.12 -0.32 4.87
H -1.79 -1.21 6.49
H -4.23 -0.97 6.02
H -4.98 0.19 3.93
H -3.29 1.11 2.35
```

As for the expectation value of S²: 3.793. As for the LUMO energy (spin up / spin down): 2.7 / 2.7 eV. The multiplicity is 4. The frontier orbital gap (spin up / spin down) comes out at 5.099 / 6.138 eV. For the HOMO energy (spin up / spin down), the calculation gives -2.378 / -3.420 eV. The net charge is -1.

=====

A structure of composition C30H31N3O8S2 in a non-equilibrium geometry. Source: OMol25; level of theory: ωB97M-V with the def2-TZVPD basis set.

```
74
Properties=species:S:1:pos:R:3
C -1.94 4.59 1.32
N -1.80 3.15 1.32
C -2.88 2.34 1.53
O -4.03 2.70 1.75
C -2.37 0.88 1.45
C -3.02 0.08 0.35
C -4.53 -0.06 0.50
C -5.40 0.38 -0.51
C -6.78 0.38 -0.29
C -7.31 -0.13 0.89
C -6.45 -0.62 1.88
C -5.07 -0.61 1.68
N -0.92 1.07 1.27
C -0.08 0.00 1.17
C 1.25 -0.01 0.81
C 2.06 -1.22 0.57
C 3.54 -0.89 0.74
C 4.10 0.41 0.78
C 5.50 0.63 0.93
N 6.04 1.97 0.78
O 7.28 2.11 0.76
O 5.25 2.94 0.63
C 6.39 -0.44 1.00
C 5.84 -1.71 1.15
C 4.44 -1.90 1.11
C -0.50 2.49 1.19
C 0.12 2.84 -0.16
C 0.40 2.88 2.37
H -3.01 4.83 1.40
H -1.40 5.03 2.16
H -1.55 5.01 0.38
H -2.61 0.42 2.43
H -2.80 0.55 -0.62
H -2.56 -0.92 0.33
H -4.97 0.77 -1.44
H -7.44 0.79 -1.07
H -8.37 -0.12 1.05
H -6.85 -1.01 2.81
H -4.38 -0.99 2.44
H -0.56 -0.97 1.40
H 1.79 0.93 1.02
H 1.73 -2.06 1.28
H 3.56 1.33 0.60
H 7.46 -0.26 0.93
H 6.49 -2.59 1.24
H 4.04 -2.90 1.36
H -0.60 2.63 -0.96
H 0.34 3.92 -0.16
H 1.04 2.28 -0.32
H -0.17 2.79 3.30
H 1.27 2.22 2.43
H 0.74 3.91 2.24
C 2.69 -4.90 -0.63
O 2.40 -3.61 0.03
C 1.76 -2.50 -0.56
S 0.07 -3.01 -1.14
O 0.02 -4.32 -1.74
O -0.91 -2.63 -0.12
C -0.12 -1.92 -2.54
C 1.07 -1.39 -3.00
C 1.07 -0.43 -4.01
C -0.16 -0.02 -4.54
C -1.35 -0.58 -4.09
C -1.36 -1.54 -3.08
S 2.52 -1.96 -2.10
O 3.37 -0.83 -1.85
O 3.00 -3.07 -2.91
H 3.09 -5.49 0.19
H 1.80 -5.38 -1.02
H 3.46 -4.76 -1.39
H 2.04 -0.01 -4.31
H -0.16 0.78 -5.27
H -2.31 -0.24 -4.47
H -2.28 -1.98 -2.67
```

As for the LUMO energy: -0.8 eV. As for the energy relative to the best compared isomer or geometry (same formula, charge and spin): 3.4 kcal/mol. The frontier orbital gap comes out at 7.262 eV. For the HOMO energy, the calculation gives -8.048 eV.

=====

A structure of composition C30H31N5O2S2SeSiTi. Source: OMol25; level of theory: ωB97M-V with the def2-TZVPD basis set.

```
73
Properties=species:S:1:pos:R:3
Ti -0.13 -2.06 0.16
S -1.08 -1.11 2.31
C -1.58 -2.47 3.25
C -1.89 -2.30 4.60
C -2.33 -3.35 5.41
C -2.64 -3.10 6.79
N -2.87 -2.89 7.89
C -2.47 -4.63 4.85
C -2.16 -4.81 3.51
C -1.72 -3.77 2.69
S -1.38 -4.09 1.01
C -2.91 -5.74 5.64
N -3.27 -6.65 6.25
H -1.79 -1.31 5.03
H -2.27 -5.80 3.08
C -2.09 -5.11 -4.27
N -1.25 -4.20 -3.54
C -0.24 -3.42 -4.05
C 0.30 -2.75 -2.99
N -0.35 -3.13 -1.84
C -1.27 -3.99 -2.20
H -2.16 -4.79 -5.30
H -3.09 -5.11 -3.84
H -1.70 -6.13 -4.24
H -0.02 -3.39 -5.11
H 1.10 -2.03 -2.95
H -1.98 -4.46 -1.54
C 4.04 5.35 -2.94
C 2.87 4.42 -2.74
C 1.67 4.69 -3.38
C 0.59 3.81 -3.24
C 0.70 2.71 -2.43
C 1.90 2.44 -1.75
N 1.97 1.30 -0.95
C 2.24 1.27 0.41
C 2.53 2.44 1.13
C 2.79 2.40 2.49
C 2.75 1.19 3.17
C 2.43 0.03 2.48
C 2.17 0.04 1.11
C 1.77 -1.22 0.47
O 1.65 -2.34 1.15
O 1.56 -1.35 -0.83
C 3.01 3.28 -1.94
C 4.35 2.91 -1.37
H 3.73 6.25 -3.47
H 4.83 4.88 -3.53
H 4.49 5.64 -1.99
H 1.57 5.57 -4.00
H -0.34 4.02 -3.75
H -0.13 2.02 -2.28
H 1.42 0.49 -1.25
H 2.50 3.39 0.61
H 3.00 3.32 3.02
H 2.94 1.15 4.24
H 2.33 -0.92 2.99
H 4.57 3.44 -0.44
H 5.15 3.13 -2.07
H 4.37 1.84 -1.14
C -3.19 2.66 -1.31
Si -2.52 1.35 -0.10
C -3.97 0.86 0.99
C -1.22 2.23 0.93
Se -1.69 -0.35 -1.30
H -3.69 3.46 -0.77
H -3.90 2.21 -2.01
H -2.37 3.10 -1.88
H -4.40 1.74 1.48
H -3.63 0.16 1.75
H -4.75 0.37 0.40
H -1.68 3.03 1.53
H -0.47 2.68 0.29
H -0.72 1.54 1.62
```

As for the LUMO energy (spin up / spin down): 3.9 / 3.9 eV. The frontier orbital gap (spin up / spin down) comes out at 4.094 / 5.126 eV. For the HOMO energy (spin up / spin down), the calculation gives -0.183 / -1.215 eV. The net charge is -2.

=====

A structure of composition C30H31N5O4PRe in a non-equilibrium geometry. Source: OMol25; level of theory: ωB97M-V with the def2-TZVPD basis set.

```
72
Properties=species:S:1:pos:R:3
Re -0.43 -0.53 -0.07
O 0.88 -4.20 1.43
C 0.28 -3.17 1.25
O -0.08 -2.65 0.11
C -0.22 -2.35 2.43
C -0.31 -2.84 3.72
C -0.92 -2.05 4.69
C -1.42 -0.81 4.33
C -1.27 -0.39 3.02
N -0.66 -1.14 2.11
C -1.88 0.86 2.45
O -2.54 1.62 3.12
O -1.63 0.99 1.17
H 0.07 -3.83 3.93
H -1.02 -2.41 5.70
H -1.94 -0.16 5.02
C 3.93 -1.91 2.96
C 3.96 -2.62 1.77
C 3.24 -2.18 0.68
C 2.46 -1.02 0.76
C 2.43 -0.32 1.97
C 3.16 -0.75 3.06
N 1.63 -0.61 -0.29
C 2.04 -0.75 -1.60
C 3.37 -0.69 -2.04
C 3.65 -0.86 -3.38
C 2.63 -1.11 -4.32
C 1.32 -1.15 -3.91
C 1.02 -0.96 -2.56
N -0.25 -0.99 -2.02
N -1.24 -1.41 -2.71
C -2.41 -1.43 -2.01
C -3.58 -1.91 -2.61
C -4.74 -1.94 -1.88
C -4.74 -1.49 -0.56
C -3.56 -1.01 -0.02
N -2.42 -0.98 -0.72
H 4.50 -2.25 3.82
H 4.52 -3.54 1.71
H 3.23 -2.77 -0.23
H 1.83 0.59 2.03
H 3.15 -0.19 3.98
H 4.16 -0.49 -1.33
H 4.67 -0.80 -3.71
H 2.88 -1.25 -5.36
H 0.51 -1.33 -4.61
H -3.52 -2.25 -3.63
H -5.65 -2.32 -2.32
H -5.63 -1.50 0.04
H -3.52 -0.63 0.99
C 0.76 3.54 -2.79
C 0.45 2.10 -2.37
P -0.44 1.90 -0.76
C 0.51 3.10 0.26
C 0.32 3.19 1.77
C -2.10 2.59 -1.16
C -2.67 3.62 -0.18
H 1.18 3.54 -3.80
H 1.50 4.00 -2.14
H -0.13 4.16 -2.81
H 1.37 1.52 -2.32
H -0.19 1.63 -3.13
H 0.28 4.07 -0.19
H 1.56 2.88 0.04
H -0.70 3.42 2.05
H 0.97 3.98 2.16
H 0.61 2.26 2.26
H -2.77 1.74 -1.25
H -2.00 3.04 -2.15
H -2.84 3.17 0.79
H -3.61 4.00 -0.57
H -2.00 4.47 -0.06
```

As for the expectation value of S²: 0.894. As for the LUMO energy (spin up / spin down): -4.8 / -5.4 eV. The multiplicity is 2. The frontier orbital gap (spin up / spin down) comes out at 5.794 / 5.297 eV. For the HOMO energy (spin up / spin down), the calculation gives -10.630 / -10.692 eV. The net charge is +1.